No. 1
The following is a DFT calculation (ωB97M-V/def2-TZVPD) of a single C12H16BrClN2OS molecule.

Structure (XYZ):
```
34
C12H16BrClN2OS, DFT ωB97M-V/def2-TZVPD
C 0.87142 0.55214 -5.21618
C -0.02563 1.42586 -4.34183
O -0.76781 0.72274 -3.37030
C -0.03018 0.17846 -2.29665
C 0.14543 -1.33975 -2.42723
C 0.89774 -1.93415 -1.23588
N 0.18625 -1.76256 0.00744
C 0.49371 -0.83196 0.94079
S 1.86139 0.08390 0.81980
N -0.40864 -0.77272 1.96384
C -0.46382 -0.01999 3.12287
C 0.44794 0.97310 3.47933
C 0.30997 1.68075 4.65713
C -0.74952 1.40772 5.50351
Br -0.94779 2.37397 7.12700
C -1.67833 0.43067 5.18354
C -1.52883 -0.26961 4.00433
Cl -2.70585 -1.49280 3.61863
H 1.28730 1.15501 -6.01909
H 1.69387 0.13573 -4.63919
H 0.29357 -0.26024 -5.65019
H 0.58043 2.20622 -3.85745
H -0.78517 1.90991 -4.96147
H 0.94747 0.66497 -2.20402
H -0.60348 0.39915 -1.38790
H 0.69960 -1.57091 -3.33634
H -0.84347 -1.79559 -2.51496
H 1.05582 -3.00497 -1.39617
H 1.86816 -1.44611 -1.12211
H -0.71198 -2.22226 0.06431
H -1.18637 -1.42656 1.90647
H 1.27380 1.18737 2.82225
H 1.02788 2.44402 4.91220
H -2.50490 0.21849 5.84352
```

The energy above the lowest of the compared OMol25 structures with the same formula, charge and spin is 0.074 eV. The SMILES is CCOCCCNC(=S)Nc1ccc(Br)cc1Cl. For the HOMO-LUMO gap, the calculation gives 8.881 eV. The value obtained for the HOMO energy is -8.48 eV.



No. 2
The following is a DFT calculation (ωB97M-V/def2-TZVPD) of a molecular structure, C12H16CaClNO3PS.

Structure (XYZ):
```
36
C12H16CaClNO3PS, DFT ωB97M-V/def2-TZVPD
C 1.71602 1.28467 1.74211
C 2.01244 0.68536 0.39804
C 2.99297 -0.30334 0.35756
C 3.35628 -0.90222 -0.83776
C 2.78321 -0.51563 -2.03675
C 1.80948 0.46666 -2.01557
C 1.40934 1.03855 -0.81144
C 0.30482 2.06337 -0.85012
C -1.10613 1.26320 -0.69715
O -0.81943 -0.07763 -0.85432
P -1.81128 -1.21949 -0.02770
C -0.45067 -1.75423 1.16028
O -3.12033 -0.70267 -0.98429
N -2.96898 -2.46543 0.76806
C -3.06276 -3.48492 0.17131
S -3.14228 -4.84609 -0.60121
O -2.24694 0.11421 1.12289
C -1.83492 1.26700 0.76247
Cl -3.47390 2.27284 0.55446
H 1.26945 0.58400 2.43925
H 1.06031 2.16168 1.70627
H 2.63391 1.64622 2.19555
H 3.48393 -0.62377 1.26217
H 4.09910 -1.68379 -0.85455
H 3.06280 -0.95796 -2.97687
H 1.30184 0.79417 -2.90911
H 0.49104 2.83591 -0.08192
H 0.36316 2.56739 -1.80998
H -1.77326 1.44665 -1.54041
H -1.36553 -2.16995 -0.97145
H 0.38567 -2.20060 0.63800
H -0.15244 -0.92075 1.79170
H -0.86898 -2.49457 1.82813
H -3.88791 -0.62943 -0.40856
H -1.20636 1.72590 1.59089
Ca -1.24368 3.73468 0.78000
```

The charge is +1. For the HOMO-LUMO gap, the calculation gives 3.849 eV. The value obtained for the HOMO energy is -10.20 eV.



No. 3
The following is a DFT calculation (ωB97M-V/def2-TZVPD) of a molecular structure, C12H16Cl6O3Zr.

Structure (XYZ):
```
38
C12H16Cl6O3Zr, DFT ωB97M-V/def2-TZVPD
C -0.82942 1.00207 -1.79103
C -0.99527 -0.36073 -2.14871
C 0.29731 -0.97749 -2.15832
C -2.27673 -1.07908 -2.32761
C 1.25977 0.00051 -1.82797
C 0.56622 1.22972 -1.62119
C 1.19151 2.52499 -1.30394
C -1.93354 1.95826 -1.56458
C 0.55121 -2.40399 -2.45363
C 2.71360 -0.23519 -1.69548
Zr -0.96758 -0.43824 2.06141
Cl -2.01218 -2.17276 0.82667
Cl -3.19890 0.61079 2.21028
Cl 1.07265 -1.84936 1.33918
H -3.11638 -0.38256 -2.46596
H -2.50651 -1.64325 -1.39277
H -2.22814 -1.82849 -3.13197
H -0.22804 -3.01697 -1.98015
H 1.52615 -2.68979 -2.04421
H 0.55129 -2.62756 -3.53297
H 2.92063 -1.16558 -1.15996
H 3.19820 0.57734 -1.15613
H 3.18421 -0.30838 -2.68054
H 2.11295 2.40162 -0.71652
H 0.50389 3.16942 -0.73775
H 1.46310 3.06095 -2.23009
H -2.77866 1.43937 -1.10153
H -2.28232 2.44196 -2.48302
H -1.60604 2.73617 -0.87596
O -0.34346 1.23731 1.14895
H 0.22027 1.83475 1.68075
Cl 2.54150 -0.24506 5.91522
C 0.78324 -0.49796 5.89154
Cl 0.36670 -2.14194 6.43217
Cl -0.02018 0.73015 6.94378
C 0.26280 -0.33620 4.42061
O 0.95958 0.23814 3.55901
O -0.92339 -0.79294 4.15241
```

The charge is -2. For the HOMO-LUMO gap, the calculation gives 3.078 eV. The value obtained for the HOMO energy is 0.85 eV.



No. 4
The following is a DFT calculation (ωB97M-V/def2-TZVPD) of a molecular structure, C12H16F12O14S4Zr.

Structure (XYZ):
```
59
C12H16F12O14S4Zr, DFT ωB97M-V/def2-TZVPD
Zr -0.57419 -0.18453 -0.17678
C -1.55596 5.21426 -1.41151
F -0.28346 5.15758 -1.67653
F -1.80208 6.42068 -0.80512
F -2.30482 5.23968 -2.54403
S -2.17196 3.58669 -0.40715
O -2.18283 2.42465 -1.23674
O -1.17830 2.94845 0.46914
O -3.37311 3.89200 0.34094
C 2.44457 -4.34248 1.78857
F 1.73350 -5.44967 1.90267
F 2.13079 -3.38590 2.77395
F 3.68474 -4.69526 1.65569
S 1.91911 -3.42248 0.17383
O 2.56579 -4.02577 -0.99720
O 0.45638 -3.17981 0.05370
O 2.12835 -1.98568 0.29573
C 3.27417 0.21102 -4.24916
F 4.15403 1.14951 -3.85215
F 3.27788 0.16844 -5.62072
F 3.59419 -0.98841 -3.72457
S 1.53315 0.78861 -3.61978
O 1.64129 1.33878 -2.29312
O 0.85376 1.72783 -4.53408
O 0.72203 -0.35841 -3.20536
C -2.53649 -0.07324 5.04097
F -1.46341 -0.17060 5.83850
F -3.57550 -0.60830 5.59141
F -2.85602 1.21535 4.66397
S -2.10362 -1.16262 3.52074
O -0.82558 -0.88098 2.98854
O -2.38322 -2.53889 3.67872
O -2.62487 -0.65016 2.26030
C -4.24800 -2.88225 -3.89974
C -3.92332 -3.96014 -2.82168
C -3.94259 -3.12692 -1.53780
O -3.31631 -1.92265 -1.97691
C -3.95346 -1.55234 -3.19873
H -5.30875 -2.97197 -4.13395
H -3.62245 -3.10952 -4.76295
H -2.87692 -4.24516 -2.93076
H -4.73434 -4.68680 -2.86999
H -3.53199 -3.65448 -0.67688
H -4.90684 -2.84924 -1.11212
H -3.24270 -1.04091 -3.84785
H -4.84647 -0.95407 -3.01789
C 4.09512 2.77655 3.63757
C 4.34560 3.47817 2.35634
C 3.94173 2.44575 1.29125
O 2.81375 1.80670 1.79380
C 3.06766 1.73967 3.15988
H 3.65093 3.38946 4.42188
H 4.95485 2.29795 4.10652
H 5.42311 3.64265 2.36065
H 3.77635 4.40767 2.34692
H 4.75773 1.75162 1.09020
H 3.85925 3.02350 0.37065
H 3.29041 0.73289 3.51327
H 2.15946 2.08347 3.65494
```

The energy above the lowest of the compared OMol25 structures with the same formula, charge and spin is 24.547 eV. For the HOMO-LUMO gap, the calculation gives 3.952 eV. The value obtained for the HOMO energy is -9.87 eV.